C26H22N2O4S | the ωB97M-V functional and the def2-TZVPD basis

```
55
Properties=species:S:1:pos:R:3:lowdin_charge:R:1
C 1.07634 4.97049 -2.80570 -0.086
O 1.88635 3.95845 -2.26340 -0.061
C 1.34163 3.11840 -1.34331 -0.194
C 0.04721 3.19575 -0.85461 -0.007
C -0.40993 2.28521 0.08221 -0.024
C 0.41139 1.26211 0.53915 -0.210
C -0.12450 0.31191 1.49426 0.045
C 0.18173 -0.98924 1.62974 -0.165
N 1.11148 -1.69753 0.85580 0.145
C 1.17519 -1.68355 -0.50991 -0.516
O 0.47377 -0.98770 -1.21771 0.066
C 2.21088 -2.56223 -1.06793 -0.443
C 3.14046 -3.37720 -0.47592 -0.112
C 3.97060 -4.01995 -1.41219 -0.182
C 3.66282 -3.68456 -2.69566 -0.403
S 2.35749 -2.57956 -2.79314 1.086
C -0.33986 -1.85355 2.73040 -0.428
O 0.36484 -2.73361 3.20385 0.065
N -1.59444 -1.64360 3.20214 0.147
C -2.61831 -0.83406 2.67427 -0.215
C -3.30682 0.00271 3.51972 -0.023
C -4.28497 0.87301 3.02279 -0.076
C -4.55077 0.91546 1.68321 -0.037
C -3.89791 0.03869 0.79140 -0.166
C -4.17178 0.05361 -0.59247 -0.032
C -3.56241 -0.82907 -1.43780 -0.066
C -2.68275 -1.79634 -0.93137 -0.062
C -2.38514 -1.82825 0.40138 -0.019
C -2.94788 -0.89074 1.29142 -0.110
C 1.72789 1.19990 0.07055 0.031
C 2.19723 2.10088 -0.86195 -0.181
O 3.45784 2.09872 -1.38076 -0.059
C 4.30159 1.02138 -1.06433 -0.072
H 1.70383 5.49468 -3.52496 0.094
H 0.20381 4.55571 -3.32125 0.097
H 0.74204 5.67603 -2.03729 0.096
H -0.62306 3.96435 -1.20538 0.104
H -1.42817 2.35079 0.43640 0.112
H -0.88999 0.71292 2.14358 0.124
H 1.50193 -2.48779 1.35872 0.130
H 3.23877 -3.51684 0.58623 0.112
H 4.75961 -4.69927 -1.14351 0.102
H 4.13383 -4.02796 -3.59528 0.062
H -1.80468 -2.14427 4.05736 0.164
H -3.06881 0.00950 4.57372 0.115
H -4.80372 1.52667 3.70784 0.103
H -5.27440 1.61328 1.28810 0.111
H -4.87760 0.78020 -0.96917 0.111
H -3.76760 -0.80209 -2.49737 0.105
H -2.23812 -2.51379 -1.60340 0.109
H -1.72740 -2.59389 0.78507 0.119
H 2.38373 0.44229 0.46635 0.115
H 3.84544 0.06191 -1.33111 0.086
H 4.56835 1.01182 -0.00151 0.098
H 5.20293 1.16980 -1.65726 0.096
```

Summary:
Gap between HOMO and LUMO ... 7.794 eV
2S+1 ... 1
Energy above the lowest of the compared OMol25 structures with the same formula, charge and spin ... 31.4 kcal per mole
Electronic energy ... -1812.6434 Eh
SMILES ... COc1ccc(/C=C(\NC(=O)c2cccs2)C(=O)Nc2cccc3ccccc23)cc1OC

C26H22N6O7Os | the ωB97M-V functional and the def2-TZVPD basis

```
62
Properties=species:S:1:pos:R:3:lowdin_spin:R:1
Os 0.08099 -0.37210 -0.68401 2.469
C 1.93897 -2.08768 1.02113 0.002
C 0.70103 -2.65531 1.69676 0.001
C -0.46945 -1.74340 1.99244 0.011
C -1.05787 -1.81501 3.24533 -0.001
C -2.20373 -1.10084 3.52885 0.015
C -2.78644 -0.33943 2.52471 0.000
C -2.15859 -0.28202 1.31006 0.011
N -1.00377 -0.94111 1.03869 -0.004
N 1.76598 -1.85232 -0.44606 0.068
C 2.97291 -1.17810 -1.00821 0.005
C 2.66889 0.02520 -1.86738 0.017
C 3.69167 0.80923 -2.36111 -0.002
C 3.38812 1.89073 -3.16714 0.020
C 2.06033 2.16154 -3.48632 0.000
C 1.08322 1.37077 -2.94546 0.015
N 1.37719 0.31824 -2.13806 0.005
C 1.49010 -3.11342 -1.18040 0.011
C 0.02283 -3.37185 -1.36609 0.018
C -0.53353 -4.63431 -1.35676 0.001
C -1.89133 -4.76537 -1.60651 0.011
C -2.64989 -3.63379 -1.87350 0.001
C -2.02491 -2.40646 -1.85958 0.024
N -0.70999 -2.27859 -1.60295 0.090
H 2.76810 -2.78764 1.16180 0.001
H 2.20419 -1.13946 1.47189 0.000
H 1.03804 -3.05227 2.65299 0.000
H 0.31267 -3.51723 1.14502 0.001
H -0.60483 -2.44316 4.00029 0.000
H -2.64648 -1.14782 4.51515 0.001
H -3.70418 0.20894 2.68354 0.000
H -2.57748 0.29619 0.49866 0.001
H 3.53064 -1.89272 -1.61504 0.001
H 3.63216 -0.87376 -0.19697 0.001
H 4.71733 0.56950 -2.11314 0.000
H 4.18071 2.52523 -3.54296 0.001
H 1.78816 2.98708 -4.12836 0.000
H 0.03357 1.55472 -3.13075 0.002
H 1.97914 -3.95879 -0.69259 0.002
H 1.92189 -3.01511 -2.17664 0.000
H 0.08648 -5.50144 -1.16602 0.000
H -2.35409 -5.74344 -1.59362 0.001
H -3.70711 -3.69986 -2.08881 0.000
H -2.56922 -1.49564 -2.07713 0.005
O 0.79607 0.88772 2.91125 0.071
C 0.79197 1.26656 1.75910 0.028
O 1.40329 0.71921 0.75307 0.138
C -0.02914 2.47772 1.40979 0.179
C -0.13307 3.54451 2.27518 -0.023
C -0.94005 4.60875 1.91835 0.209
C -1.69478 4.66534 0.72171 0.009
C -1.60357 3.63069 -0.13778 0.091
C -0.78584 2.48513 0.17241 0.093
O -0.77518 1.47369 -0.58105 0.333
N -2.37478 3.69070 -1.39785 0.004
O -3.33941 4.41017 -1.41502 0.005
O -1.92314 3.06469 -2.33500 0.011
N -1.05393 5.76488 2.84573 0.016
O -1.81565 6.64338 2.51830 0.029
O -0.37609 5.72368 3.84243 0.012
H 0.39765 3.54938 3.21807 -0.004
H -2.32678 5.51590 0.50558 -0.002
```

Summary:
Charge ... +2
Gap between HOMO and LUMO (spin up / spin down) ... 7.662 / 5.995 eV
<S²> ... 6.05
2S+1 ... 5
Electronic energy ... -1949.1114 Eh

Among the records above, which one has the highest electronic energy?
C26H22N2O4S